[1]
ORCA calculation (ωB97M-V/def2-TZVPD) on a structure of composition C21H21Br9O6.

Results
lowest unoccupied orbital energy	-0.77	eV
energy above the lowest of the compared OMol25 structures with the same formula, charge and spin	53.9	kcal per mole
Kohn-Sham gap	7.15	eV
total charge	0

Last column: Löwdin charge in e.
Positions of all 57 atoms, in Å:
C 0.0689 0.7704 1.0808  -1.387
Br -0.3217 -0.3430 -0.5909  0.468
Br 0.2644 -0.4455 2.7063  0.466
Br -1.4145 2.1047 1.4229  0.480
H 1.0264 1.2594 0.9014  -0.028
C -1.9631 7.3000 5.4659  -1.516
Br -2.4874 8.6480 6.8020  0.540
Br -0.5519 6.0828 6.1147  0.517
Br -1.4383 8.0669 3.6730  0.496
H -2.7749 6.5793 5.3674  -0.037
C -7.2145 -0.8563 0.8232  -1.432
Br -6.5505 -2.3553 1.9845  0.490
Br -9.1743 -0.6775 1.2699  0.474
Br -6.9330 -1.1210 -1.1637  0.497
H -6.7081 0.0531 1.1465  -0.029
C 2.9718 0.0718 10.6033  0.003
C 3.8987 0.7305 9.8253  -0.029
C 4.9474 1.4216 10.4069  -0.338
C 5.1733 1.4012 11.7869  0.005
C 4.2600 0.6817 12.5508  -0.040
C 3.2601 -0.0194 11.9595  -0.364
O 2.4649 -0.7093 12.7896  0.053
O 5.6819 2.1948 9.5761  0.043
H 2.0703 -0.3901 10.2287  0.121
H 3.7901 0.7650 8.7514  0.115
H 6.0313 1.8599 12.2558  0.116
H 4.5179 0.6586 13.5993  0.117
H 2.8070 -0.6700 13.6857  0.101
H 5.5205 1.9727 8.6562  0.098
C -2.8475 -6.9156 -8.4906  -0.040
C -4.0016 -7.4352 -8.0268  -0.056
C -4.3194 -7.4656 -6.6835  -0.297
C -3.4419 -6.9155 -5.7623  -0.023
C -2.2990 -6.2680 -6.2010  -0.001
C -1.9286 -6.3605 -7.5820  -0.303
O -0.7955 -5.8000 -8.0648  0.035
O -5.5334 -8.0500 -6.3106  0.023
H -2.5655 -6.9442 -9.5328  0.115
H -4.6960 -7.7032 -8.8094  0.117
H -3.6298 -6.8696 -4.6998  0.117
H -1.6076 -5.9162 -5.4495  0.111
H -0.6773 -5.5617 -8.9872  0.108
H -6.0948 -8.3367 -7.0347  0.093
C 2.7008 4.2934 -5.2641  -0.020
C 2.0970 5.1137 -6.1824  -0.008
C 1.8157 4.5867 -7.4423  -0.308
C 2.0412 3.2538 -7.7886  -0.009
C 2.7401 2.5359 -6.8446  -0.056
C 3.0035 2.9953 -5.6003  -0.322
O 3.4626 2.0788 -4.6561  0.031
O 1.0730 5.4130 -8.2580  0.033
H 2.9367 4.7074 -4.2949  0.121
H 1.8961 6.1025 -5.7972  0.122
H 1.7909 2.7422 -8.7062  0.117
H 2.9522 1.4923 -7.0243  0.117
H 3.6727 1.2499 -5.0924  0.089
H 1.0326 4.9420 -9.0935  0.092



[2]
ORCA calculation (ωB97M-V/def2-TZVPD) on an isolated molecule of C3H7OP.

Results
lowest unoccupied orbital energy	1.02	eV
energy above the lowest of the compared OMol25 structures with the same formula, charge and spin	49.2	kcal per mole
Kohn-Sham gap	10.18	eV
SMILES	C=C[C@H](O)P
total charge	0

Last column: Löwdin charge in e.
Positions of all 12 atoms, in Å:
C -1.4220 -0.9787 -0.2095  -0.043
C -1.2437 0.2205 0.2973  -0.154
C 0.1863 0.5660 0.5339  -0.611
O 0.7456 1.6449 -0.1960  -0.121
P 1.4112 -0.8736 0.1661  0.889
H -2.4172 -1.3141 -0.4284  0.061
H -0.6410 -1.6625 -0.1396  -0.048
H -2.0293 1.0059 0.0646  0.131
H 0.4549 0.8213 1.4906  0.067
H 0.9920 1.2000 -1.0166  0.035
H 2.4048 -0.1300 0.6383  -0.131
H 1.5585 -0.4997 -1.2008  -0.074



[3]
ORCA calculation (ωB97M-V/def2-TZVPD) on a structure of composition C19H43O2P3SY.

Results
lowest unoccupied orbital energy (alpha / beta)	-11.46 / -11.36	eV
energy above the lowest of the compared OMol25 structures with the same formula, charge and spin	23.5	kcal per mole
Kohn-Sham gap (alpha / beta)	5.02 / 5.20	eV
total charge	+3

Last column: Löwdin charge in e.
Positions of all 69 atoms, in Å:
Y -0.8587 -0.8784 0.4692  1.227
P 0.1198 2.4860 -0.5380  0.770
P -2.6930 0.2159 -1.5247  0.746
P 2.4782 0.2126 1.1311  0.783
H -2.4539 -3.1744 -0.6518  0.088
C -1.8806 -2.9657 0.2545  -0.103
C -2.3996 -2.3229 1.3524  -0.114
H -3.3779 -1.8210 1.3379  0.109
C 0.8681 2.6416 -2.2192  -0.262
C -1.3407 3.5739 -0.7978  -0.286
C 1.1534 3.7484 0.3277  -0.252
C -3.6114 -1.2990 -2.0021  -0.287
C -4.1289 1.2716 -1.0857  -0.244
C -2.2704 0.7928 -3.2225  -0.243
C 3.4162 -1.2423 1.7570  -0.280
C 3.3179 1.5229 2.1146  -0.267
C 3.3297 0.3811 -0.5017  -0.273
H -0.9899 -3.6052 0.3537  0.095
H -1.9897 -2.4761 2.3636  0.122
H 0.7493 3.6705 -2.5829  0.069
H 0.3601 1.9462 -2.8938  0.013
H 1.9316 2.3799 -2.1787  0.036
H -0.9899 4.5959 -1.0068  0.069
H -1.9519 3.5872 0.1155  0.022
H -1.9584 3.2228 -1.6348  0.019
H 1.2111 4.6478 -0.2995  0.070
H 2.1646 3.3718 0.5128  0.016
H 0.6921 4.0088 1.2879  0.037
H -4.3386 -1.0473 -2.7859  0.073
H -4.1270 -1.7189 -1.1284  0.047
H -2.8987 -2.0416 -2.3804  0.046
H -4.8097 1.3646 -1.9453  0.079
H -3.8074 2.2695 -0.7598  0.029
H -4.6686 0.7948 -0.2548  0.054
H -2.8964 0.2545 -3.9446  0.064
H -1.2200 0.5515 -3.4155  0.022
H -2.4288 1.8703 -3.3488  0.058
H 4.2928 -0.9125 2.3299  0.055
H 3.7372 -1.8821 0.9250  0.037
H 2.7480 -1.8249 2.4027  0.035
H 4.1663 1.0830 2.6546  0.051
H 2.6049 1.9175 2.8511  0.023
H 3.6701 2.3440 1.4776  0.041
H 4.2696 -0.1876 -0.4826  0.060
H 3.5355 1.4348 -0.7316  0.039
H 2.6828 -0.0380 -1.2799  0.005
C 1.6088 -3.1382 -0.5667  -0.353
C 1.8038 -3.0863 -1.9724  0.026
C 2.4339 -4.1343 -2.6194  -0.002
C 2.9256 -5.2382 -1.9069  0.039
C 2.7843 -5.2767 -0.5132  0.003
C 2.1394 -4.2482 0.1579  0.038
O 0.9620 -2.1618 0.0337  -0.287
H 0.3245 -0.4563 -1.3579  0.130
H 1.4006 -2.2199 -2.5046  0.114
H 2.5484 -4.0867 -3.7041  0.138
H 3.4202 -6.0498 -2.4344  0.144
H 3.2003 -6.1189 0.0405  0.140
H 2.0276 -4.2551 1.2406  0.135
C -0.4479 2.3426 3.3842  -0.214
S -1.9455 1.7798 2.5753  0.943
C -2.9802 1.5171 4.0157  -0.201
O -1.5716 0.3128 2.1631  -0.711
H -0.4468 1.9404 4.4040  0.075
H -0.4788 3.4377 3.4180  0.083
H 0.4365 1.9873 2.8380  0.024
H -3.4544 2.4759 4.2540  0.088
H -3.7437 0.7679 3.7799  0.077
H -2.3561 1.1847 4.8536  0.076



[4]
ORCA calculation (ωB97M-V/def2-TZVPD) on a structure of composition C7H14NOS.

Results
lowest unoccupied orbital energy	-2.97	eV
energy above the lowest of the compared OMol25 structures with the same formula, charge and spin	31.6	kcal per mole
Kohn-Sham gap	10.27	eV
total charge	+1

Last column: Löwdin charge in e.
Positions of all 24 atoms, in Å:
C -2.4649 0.4595 -1.0875  -0.062
C -2.4781 0.2431 0.9495  -0.198
C 0.8484 -1.5215 0.5701  -0.372
C -1.4205 -0.1356 -0.0259  -0.451
C 1.2618 -0.1902 0.0032  -0.520
C 2.3339 0.5609 0.7805  0.014
C 1.4204 -0.1557 -1.5480  0.013
N 0.0031 0.6365 0.2849  0.148
O -3.0631 1.1020 0.0260  -0.058
S -0.8285 -1.9211 -0.0900  0.971
H -2.1484 1.1112 -1.8564  0.125
H -2.9823 -0.3910 -1.4021  0.110
H -3.1692 -0.5369 1.3057  0.149
H -2.0714 0.7075 1.8694  0.141
H 1.5356 -2.3860 0.4393  0.125
H 0.7828 -1.3234 1.6299  0.083
H 2.4171 1.5694 0.5916  0.081
H 3.2138 0.0974 0.5055  0.083
H 2.2888 0.3879 1.8324  0.099
H 1.1066 0.7233 -1.9661  0.062
H 0.9746 -1.0682 -2.0725  0.120
H 2.4167 -0.1845 -1.7716  0.061
H 0.1566 1.4318 -0.2292  0.132
H -0.1337 0.7838 1.2613  0.145



Number 1: maximum force 2.77 eV/A. Number 2: maximum force 2.86 eV/A. Number 3: maximum force 7.29 eV/A. Number 4: maximum force 4.44 eV/A.